(1)
Density functional theory data (wB97M-V/def2-TZVPD) for a 2-piece molecular cluster, C24H30Br2N4O6 overall.

Properties
- LUMO level (hartree) = 0.0002

Atoms and positions in Å:
1 O 2.168 0.889 4.295
2 O -1.137 2.976 -4.605
3 O -2.998 0.909 0.005
4 Br -2.158 -3.449 -2.629
5 Br -3.643 -5.849 2.396
6 N 0.125 -1.768 3.274
7 O -3.616 -5.340 -0.636
8 O -1.683 -3.830 3.417
9 O 5.432 -0.821 -0.889
10 C 1.914 -0.013 3.507
11 C -1.406 2.739 -3.440
12 C -2.623 0.801 -1.154
13 C -0.167 -1.737 1.995
14 C 3.775 -1.611 0.589
15 C 4.467 0.680 0.812
16 C 2.909 -1.461 1.676
17 C 3.580 0.844 1.877
18 C -1.115 -2.722 -0.056
19 C -1.985 -3.583 -0.727
20 C -2.610 -4.582 1.390
21 C 4.576 -0.556 0.152
22 C -2.740 -4.507 0.002
23 C -1.743 -3.714 2.057
24 C 2.781 -0.220 2.326
25 C -1.000 -2.755 1.341
26 N 0.834 -0.778 3.909
27 N -3.472 0.504 -2.147
28 N -0.956 1.605 -2.895
29 C 6.366 0.200 -1.270
30 C -2.247 3.739 -2.670
31 C -4.894 0.226 -1.964
32 C 0.003 3.157 1.586
33 C 1.220 1.778 -1.017
34 C -0.649 2.945 0.212
35 C -0.211 1.627 -0.464
36 C -1.150 1.025 -1.549
37 H -4.061 -5.901 0.018
38 H -2.308 -4.507 3.714
39 H 0.202 -0.915 1.394
40 H 3.866 -2.573 0.096
41 H 5.065 1.535 0.517
42 H 2.374 -2.336 2.033
43 H 3.523 1.812 2.373
44 H -0.542 -2.007 -0.638
45 H 0.543 -0.540 4.856
46 H -3.094 0.450 -3.081
47 H -0.369 1.079 -3.525
48 H 5.843 1.080 -1.660
49 H 6.991 0.495 -0.421
50 H 7.022 -0.183 -2.057
51 H -1.594 4.518 -2.282
52 H -2.960 4.188 -3.359
53 H -2.793 3.276 -1.856
54 H -5.339 0.976 -1.305
55 H -5.017 -0.759 -1.511
56 H -5.408 0.246 -2.926
57 H -0.231 2.320 2.245
58 H 1.084 3.256 1.489
59 H -0.390 4.072 2.030
60 H 1.263 2.569 -1.767
61 H 1.912 2.028 -0.215
62 H 1.551 0.840 -1.461
63 H -1.725 2.958 0.363
64 H -0.396 3.787 -0.431
65 H -0.171 0.880 0.326
66 H -0.784 0.006 -1.663

---

(2)
Density functional theory data (wB97M-V/def2-TZVPD) for C24H30FFeN5O2S2Sb as an isolated structure.

Properties
- energy relative to the best compared isomer or geometry (same formula, charge and spin) (kJ/mol) = 115.0
- LUMO level (spin up / spin down) (hartree) = 0.0916 / 0.0623
- spin multiplicity = 5
- charge = -1

Atoms and positions in Å:
1 Fe -0.511 0.454 0.553
2 N 2.709 2.487 -5.797
3 C 1.642 1.837 -5.229
4 C 0.326 2.074 -5.671
5 C -0.746 1.723 -4.882
6 C -0.495 1.069 -3.669
7 C 0.793 0.616 -3.306
8 C 1.856 0.968 -4.127
9 S -1.833 0.768 -2.539
10 O -1.960 -0.712 -2.324
11 O -2.968 1.428 -3.104
12 N -1.328 1.238 -1.048
13 C -1.098 2.496 -0.591
14 N -1.387 3.606 -1.299
15 C -1.195 4.741 -0.632
16 C -0.744 4.782 0.687
17 C -0.476 3.579 1.321
18 N -0.626 2.452 0.660
19 H 2.523 3.126 -6.553
20 H 3.537 2.544 -5.235
21 H 0.132 2.608 -6.590
22 H -1.769 2.018 -5.157
23 H 0.988 0.052 -2.411
24 H 2.853 0.664 -3.837
25 H -1.492 5.619 -1.201
26 H -0.623 5.731 1.232
27 H -0.249 3.517 2.360
28 S -2.326 -1.991 3.399
29 C -1.100 -1.982 2.336
30 N -0.422 -1.451 1.447
31 F 1.266 2.223 9.306
32 C 0.918 2.249 7.988
33 C -0.439 2.344 7.683
34 C -0.767 1.901 6.400
35 C 0.258 1.567 5.427
36 C -0.137 1.042 4.225
37 C 1.671 1.770 5.770
38 C 1.969 2.100 7.070
39 H -1.238 2.642 8.387
40 H -1.796 1.733 6.056
41 H -1.196 0.859 3.931
42 H 0.626 0.611 3.583
43 H 2.403 1.572 5.034
44 H 3.011 2.222 7.436
45 C -0.877 -4.110 -3.749
46 C 0.310 -3.323 -3.208
47 Sb -0.077 -2.382 -1.197
48 C 1.453 -3.536 -0.038
49 C 2.778 -2.884 -0.020
50 C -1.970 -3.383 -0.697
51 C -1.837 -4.629 0.195
52 H -0.637 -4.584 -4.733
53 H -1.738 -3.419 -3.884
54 H -1.220 -4.918 -3.066
55 H 0.557 -2.500 -3.921
56 H 1.190 -3.960 -3.004
57 H 1.482 -4.588 -0.365
58 H 1.067 -3.498 0.984
59 H 3.257 -2.748 -0.965
60 H 3.473 -3.491 0.610
61 H 2.714 -1.867 0.458
62 H -2.448 -3.668 -1.663
63 H -2.581 -2.606 -0.198
64 H -1.116 -5.371 -0.154
65 H -2.824 -5.125 0.328
66 H -1.517 -4.300 1.194

---

(3)
Density functional theory data (wB97M-V/def2-TZVPD) for one molecule with the formula C24H30N2O3.

Properties
- energy relative to the best compared isomer or geometry (same formula, charge and spin) (kJ/mol) = 233.5
- LUMO level (hartree) = 0.0272

Atoms and positions in Å:
1 O 4.318 -1.220 3.261
2 C 3.215 -1.078 3.757
3 N 3.028 -1.048 5.101
4 H 2.107 -0.919 5.486
5 C 4.096 -1.278 6.041
6 H 4.997 -1.442 5.447
7 C 3.767 -2.468 6.962
8 H 3.146 -3.223 6.481
9 O 3.041 -1.912 8.033
10 C 3.698 -0.707 8.366
11 H 2.974 -0.065 8.869
12 H 4.530 -0.916 9.054
13 C 4.232 -0.116 7.045
14 H 5.266 0.205 7.145
15 H 3.636 0.734 6.717
16 H 4.696 -2.932 7.325
17 C 1.988 -0.901 2.936
18 C 0.704 -1.222 3.373
19 C -0.378 -1.064 2.536
20 C -0.217 -0.580 1.233
21 C 1.066 -0.262 0.792
22 C 2.145 -0.429 1.637
23 H 3.143 -0.195 1.297
24 H 1.236 0.115 -0.204
25 O -1.359 -0.459 0.517
26 C -1.314 -0.147 -0.868
27 C -0.850 -1.344 -1.701
28 C -0.972 -1.017 -3.187
29 N -2.350 -0.703 -3.494
30 C -2.782 0.487 -2.792
31 C -2.735 0.225 -1.287
32 H -3.064 1.109 -0.740
33 H -3.396 -0.605 -1.038
34 H -2.154 1.363 -3.026
35 H -3.806 0.718 -3.092
36 C -2.710 -0.791 -4.887
37 H -2.550 -1.831 -5.191
38 C -1.949 0.113 -5.887
39 C -2.219 1.576 -5.699
40 C -3.494 2.089 -5.912
41 C -3.756 3.434 -5.727
42 C -2.744 4.292 -5.333
43 C -1.467 3.796 -5.132
44 C -1.209 2.449 -5.314
45 H -0.208 2.070 -5.157
46 H -0.669 4.461 -4.833
47 H -2.947 5.343 -5.189
48 H -4.753 3.816 -5.895
49 H -4.287 1.427 -6.232
50 H -0.879 -0.083 -5.806
51 H -2.268 -0.184 -6.890
52 H -3.780 -0.582 -4.958
53 H -0.291 -0.180 -3.426
54 H -0.671 -1.884 -3.778
55 H 0.179 -1.611 -1.456
56 H -1.492 -2.194 -1.464
57 H -0.652 0.715 -1.040
58 H -1.374 -1.316 2.862
59 H 0.537 -1.633 4.359

---

(4)
Density functional theory data (wB97M-V/def2-TZVPD) for one molecule with the formula C24H30N2O4.

Properties
- energy relative to the best compared isomer or geometry (same formula, charge and spin) (kJ/mol) = 118.5
- LUMO level (hartree) = 0.0264

Atoms and positions in Å:
1 C 4.513 0.591 -2.241
2 H 5.114 1.494 -2.332
3 O 4.208 0.475 -0.875
4 C 3.427 -0.570 -0.476
5 C 2.922 -1.556 -1.305
6 C 2.106 -2.558 -0.800
7 C 1.773 -2.588 0.541
8 C 2.298 -1.611 1.385
9 C 3.122 -0.609 0.901
10 O 3.657 0.396 1.651
11 C 3.368 0.435 3.025
12 H 3.728 -0.462 3.540
13 H 3.896 1.305 3.411
14 H 2.295 0.554 3.209
15 H 2.047 -1.642 2.435
16 C 0.824 -3.622 1.087
17 H 1.255 -4.621 0.983
18 H 0.656 -3.438 2.150
19 C -0.522 -3.607 0.348
20 N -1.093 -2.282 0.283
21 C -1.213 -1.607 -0.873
22 O -0.933 -2.055 -1.962
23 C -1.835 -0.204 -0.720
24 N -1.453 0.486 0.486
25 C -2.483 0.687 1.360
26 O -2.379 1.186 2.462
27 C -3.690 0.163 0.684
28 C -5.009 0.140 1.102
29 C -5.951 -0.412 0.249
30 C -5.580 -0.926 -0.986
31 C -4.257 -0.904 -1.406
32 C -3.320 -0.349 -0.559
33 H -3.966 -1.308 -2.364
34 H -6.333 -1.352 -1.632
35 H -6.989 -0.444 0.547
36 H -5.281 0.544 2.065
37 C -0.090 0.852 0.787
38 C 0.584 1.760 -0.243
39 H 0.454 1.338 -1.242
40 C 0.122 3.221 -0.228
41 C -1.304 3.390 -0.748
42 H -1.564 4.446 -0.785
43 H -1.396 2.984 -1.754
44 H -2.021 2.892 -0.102
45 C 1.084 4.063 -1.065
46 H 0.798 5.112 -1.037
47 H 2.101 3.973 -0.689
48 H 1.072 3.733 -2.102
49 H 0.156 3.580 0.807
50 H 1.653 1.738 -0.022
51 H -0.126 1.351 1.760
52 H 0.510 -0.062 0.878
53 H -1.574 0.363 -1.620
54 H -1.326 -1.824 1.151
55 H -1.226 -4.281 0.848
56 H -0.394 -3.931 -0.686
57 H 1.720 -3.304 -1.475
58 H 3.148 -1.553 -2.358
59 H 5.093 -0.266 -2.601
60 H 3.608 0.696 -2.849